114
Properties=species:S:1:pos:R:3 method="wB97M-V/def2-TZVPD" e_above_lowest_ev=0.994 orbital_gap_ha=0.2253 charge=+2 e_lumo_ev=-5.077 e_homo_ev=-11.21 e_tot_ev=-178678.935
Ti -1.489 -0.191 -1.165
O 1.007 3.127 2.359
C 0.938 3.880 1.200
C 1.307 5.244 1.144
C 1.127 5.991 -0.005
C 0.533 5.429 -1.152
C 0.169 4.117 -1.099
C 0.373 3.335 0.056
C -0.096 1.899 0.219
O -0.479 1.311 -0.976
N -1.268 1.940 1.053
N -2.067 0.866 1.012
C -2.875 0.698 1.982
C -4.042 -0.256 2.073
Br -5.576 0.557 1.513
C -4.021 -1.482 2.478
C -2.820 -2.254 2.927
C -1.768 -1.586 3.474
C -0.590 -2.189 3.760
C -0.433 -3.534 3.640
C -1.508 -4.298 3.207
C -2.676 -3.668 2.786
H 1.472 3.559 3.079
H 1.693 5.768 2.040
H 1.272 7.085 -0.060
H 0.419 6.034 -2.029
H -0.249 3.573 -1.952
H 0.676 1.360 0.768
H -1.150 2.327 2.007
H -2.818 1.355 2.840
H -4.932 -2.058 2.519
H -1.870 -0.490 3.651
H 0.216 -1.702 4.284
H 0.547 -3.983 3.910
H -1.388 -5.364 3.098
H -3.472 -4.137 2.298
C -1.495 0.750 -5.157
Sb -2.799 1.180 -3.553
C -4.506 -0.080 -3.841
C -3.716 3.025 -3.956
C -2.873 4.265 -4.026
C -1.888 4.400 -5.002
C -1.236 5.612 -5.210
C -1.583 6.753 -4.495
C -2.531 6.582 -3.428
C -3.231 5.417 -3.232
C -4.275 5.482 -2.161
Sb -3.844 4.279 -0.431
C -5.755 4.578 0.473
C -2.836 5.685 0.852
H -0.579 1.395 -5.126
H -1.914 0.890 -6.199
H -1.205 -0.300 -5.014
H -5.031 0.303 -4.687
H -5.156 -0.005 -2.964
H -4.222 -1.155 -4.039
H -4.596 3.025 -3.273
H -4.153 2.867 -4.945
H -1.621 3.572 -5.547
H -0.493 5.703 -6.028
H -1.302 7.763 -4.701
H -2.801 7.507 -2.899
H -5.176 4.978 -2.510
H -4.523 6.516 -2.028
H -6.510 4.865 -0.245
H -5.653 5.405 1.144
H -6.037 3.690 1.064
H -3.328 6.626 0.768
H -1.788 5.882 0.579
H -2.818 5.253 1.862
C 3.912 -5.555 -2.120
C 2.658 -5.915 -1.312
N 2.029 -4.628 -0.918
C 1.004 -4.233 -1.640
C 0.400 -2.980 -1.541
C -0.554 -2.590 -2.614
O -0.628 -3.298 -3.619
O -1.149 -1.418 -2.580
C 0.780 -2.097 -0.532
O 0.262 -0.962 -0.332
C 1.859 -2.633 0.355
C 2.290 -1.811 1.441
C 3.284 -2.251 2.208
F 3.644 -1.370 3.134
C 3.999 -3.488 1.980
C 3.567 -4.301 0.913
C 2.509 -3.854 0.098
N 5.053 -3.896 2.795
C 5.243 -3.259 4.116
C 5.970 -4.152 5.083
N 7.131 -4.919 4.388
C 7.482 -4.247 3.068
C 6.298 -4.321 2.091
H 4.532 -6.424 -2.359
H 4.473 -4.749 -1.631
H 3.576 -5.131 -3.034
H 2.900 -6.524 -0.400
H 1.973 -6.612 -1.875
H 0.648 -4.830 -2.444
H 1.924 -0.769 1.470
H 4.074 -5.217 0.756
H 4.256 -3.091 4.576
H 5.749 -2.292 4.039
H 5.248 -4.994 5.354
H 6.398 -3.708 5.950
H 6.800 -5.856 4.258
H 7.947 -4.943 5.048
H 8.313 -4.817 2.598
H 7.753 -3.234 3.308
H 6.228 -5.400 1.726
H 6.568 -3.580 1.367
O -2.276 -1.951 -0.116
N -3.320 -1.942 -0.785
O -3.500 -0.732 -1.254

21
Properties=species:S:1:pos:R:3 method="wB97M-V/def2-TZVPD" e_above_lowest_ev=0.363 orbital_gap_ha=0.3509 charge=+1 e_lumo_ev=-3.095 e_homo_ev=-12.64 e_tot_ev=-20762.952
C -0.261 -0.637 0.471
C -1.641 -0.751 -0.189
S -2.636 -1.904 0.798
N 0.595 0.420 -0.152
H 0.233 -1.591 0.341
H -0.370 -0.470 1.534
H -1.517 -1.051 -1.225
H -2.175 0.196 -0.109
H -2.311 -3.048 0.182
H 0.183 1.356 -0.188
H 0.933 0.093 -1.056
H 1.392 0.606 0.457
H 0.300 1.362 -3.603
H -0.953 0.602 -3.518
O -0.088 0.646 -3.079
H 1.412 3.755 -1.047
H 1.182 3.568 0.413
O 1.278 3.050 -0.400
H 1.194 -2.762 3.200
H 1.555 -1.499 4.010
O 1.694 -1.941 3.159

86
Properties=species:S:1:pos:R:3 method="wB97M-V/def2-TZVPD" orbital_gap_ha=0.3126 charge=+4 e_lumo_ev=-11.783 e_homo_ev=-20.29 e_tot_ev=-41877.790
Hf 0.022 0.333 0.025
C -4.918 0.315 -2.828
N -4.085 0.317 -1.614
C -4.844 0.626 -0.398
C -2.775 0.061 -1.615
N -1.922 0.722 -0.764
C -2.296 2.113 -0.387
C -1.149 3.059 -0.693
N 0.118 2.569 -0.049
C 0.204 3.055 1.375
C 0.855 2.039 2.304
N 0.224 0.707 2.089
C -0.067 -0.050 3.203
N -1.196 -0.802 3.174
C -1.333 -2.047 3.946
C -2.460 -0.276 2.659
N 0.719 -0.055 4.268
C 2.167 0.160 4.208
C 0.209 -0.253 5.639
C 1.323 2.933 -0.871
C 2.444 1.923 -0.708
N 1.927 0.528 -0.879
C 2.818 -0.327 -1.516
N 3.361 0.014 -2.675
C 2.756 0.983 -3.588
C 4.690 -0.454 -3.116
N 3.080 -1.516 -0.945
C 3.546 -2.681 -1.709
C 3.191 -1.676 0.505
N -2.270 -0.862 -2.456
C -3.077 -1.984 -2.971
C -0.942 -0.804 -3.036
H -5.512 1.229 -2.808
H -4.289 0.333 -3.712
H -5.590 -0.541 -2.851
H -5.683 -0.069 -0.340
H -4.220 0.493 0.479
H -5.238 1.641 -0.428
H -3.164 2.449 -0.954
H -2.580 2.160 0.670
H -0.978 3.082 -1.770
H -1.362 4.078 -0.361
H 0.738 4.008 1.394
H -0.820 3.237 1.706
H 1.938 1.997 2.165
H 0.686 2.373 3.330
H -0.354 -2.461 4.165
H -1.885 -1.891 4.873
H -1.893 -2.763 3.341
H -2.388 0.800 2.517
H -2.754 -0.758 1.719
H -3.244 -0.475 3.392
H 2.521 0.050 3.187
H 2.433 1.142 4.599
H 2.640 -0.601 4.828
H -0.860 -0.063 5.670
H 0.436 -1.253 6.006
H 0.709 0.478 6.272
H 0.997 2.938 -1.911
H 1.653 3.943 -0.614
H 3.201 2.142 -1.463
H 2.946 2.016 0.259
H 1.739 1.211 -3.276
H 3.351 1.896 -3.626
H 2.739 0.546 -4.586
H 5.234 -0.876 -2.277
H 4.607 -1.180 -3.923
H 5.231 0.419 -3.478
H 4.623 -2.823 -1.624
H 3.056 -3.563 -1.297
H 3.272 -2.571 -2.754
H 4.236 -1.847 0.775
H 2.843 -0.776 1.008
H 2.608 -2.537 0.834
H -3.941 -2.139 -2.335
H -3.396 -1.815 -3.998
H -2.458 -2.879 -2.946
H -0.227 -0.228 -2.430
H -0.552 -1.816 -3.140
H -0.951 -0.337 -4.025
C 0.088 -3.090 -0.431
O -0.268 -1.841 0.279
H -0.828 -3.555 -0.787
H 0.620 -3.738 0.261
H 0.729 -2.793 -1.255
H -0.756 -2.056 1.091

60
Properties=species:S:1:pos:R:3 method="wB97M-V/def2-TZVPD" e_above_lowest_ev=0.000 orbital_gap_ha=0.1278 charge=-1 e_lumo_ev=-0.669 e_homo_ev=-4.15 e_tot_ev=-49290.359
C -4.507 -3.694 2.832
C -3.425 -2.763 3.081
C -2.716 -2.419 4.208
C -1.663 -1.558 3.771
C -1.761 -1.440 2.407
B -0.823 -0.727 1.347
C 0.146 0.304 2.030
C 0.182 1.676 2.042
C 1.213 2.061 2.968
C 1.750 0.892 3.457
C 2.729 0.552 4.464
O 1.138 -0.180 2.846
C 0.119 -1.789 0.689
C -0.037 -3.119 0.386
C 1.132 -3.532 -0.325
C 1.948 -2.428 -0.390
C 3.191 -2.094 -1.043
O 1.359 -1.378 0.276
C -1.958 -0.167 0.424
C -2.142 -0.225 -0.934
C -3.252 0.630 -1.238
C -3.701 1.123 -0.036
C -4.664 2.127 0.358
O -2.955 0.585 0.986
O -2.884 -2.121 1.993
H -4.847 -4.043 3.814
H -5.362 -3.216 2.322
H -4.163 -4.582 2.267
H -2.910 -2.756 5.219
H -0.920 -1.095 4.408
H -0.464 2.330 1.468
H 1.500 3.073 3.229
H 3.203 1.477 4.792
H 2.266 0.092 5.350
H 3.503 -0.108 4.054
H -0.905 -3.727 0.639
H 1.313 -4.519 -0.748
H 3.583 -2.988 -1.528
H 3.045 -1.327 -1.814
H 3.929 -1.734 -0.316
H -1.528 -0.794 -1.628
H -3.638 0.861 -2.224
H -5.199 2.435 -0.539
H -5.391 1.729 1.075
H -4.167 3.019 0.768
O 1.499 4.568 -2.253
N 1.328 4.437 -3.482
C 1.684 3.215 -4.142
C 2.290 2.114 -3.503
C 3.028 1.294 -4.358
N 4.045 0.380 -4.109
O 4.554 -0.078 -3.097
O 4.556 -0.021 -5.404
N 3.943 0.684 -6.428
C 3.067 1.526 -5.791
N 2.467 2.554 -6.366
C 1.768 3.342 -5.575
O 0.881 5.369 -4.208
H 2.317 1.976 -2.423
H 1.305 4.196 -6.070

20
Properties=species:S:1:pos:R:3 method="wB97M-V/def2-TZVPD" e_above_lowest_ev=3.270 orbital_gap_ha=0.3486 e_lumo_ev=0.747 smiles="C=C/C=C/C=C.O.O" e_homo_ev=-8.74 e_tot_ev=-10509.037
C -2.157 0.360 -1.243
C -2.905 -0.635 -1.681
C -0.168 0.420 0.246
C -1.471 0.605 0.056
C 1.567 0.239 1.986
C 0.521 0.871 1.452
H -1.921 1.189 -1.926
H -3.304 -0.705 -2.685
H -2.993 -1.573 -1.131
H 0.387 -0.068 -0.549
H -2.180 0.780 0.870
H 2.107 -0.510 1.400
H 1.923 0.356 2.999
H 0.034 1.611 2.079
H 4.263 1.030 3.608
H 4.532 2.535 3.951
O 4.173 1.710 4.286
H -0.852 -3.533 -4.699
H -0.428 -2.068 -4.321
O -1.129 -2.614 -4.697

14
Properties=species:S:1:pos:R:3 method="wB97M-V/def2-TZVPD" e_above_lowest_ev=1.306 orbital_gap_ha=0.3665 e_lumo_ev=0.741 smiles="C=C(O)[C@@H](C)O" e_homo_ev=-9.23 e_tot_ev=-8371.976
C -1.645 0.346 -0.212
C -0.541 -0.535 0.343
O -0.680 -1.805 -0.263
C 0.856 0.013 0.116
O 1.761 -1.008 0.222
C 1.204 1.281 -0.098
H -1.652 1.333 0.259
H -2.610 -0.132 -0.028
H -1.517 0.460 -1.292
H -0.668 -0.631 1.435
H 0.143 -2.285 -0.095
H 2.635 -0.678 -0.025
H 2.249 1.574 -0.171
H 0.465 2.067 -0.191